# 1
{"formula": "C24H53Br3F6NNiO31S10", "method": "the ωB97M-V functional and the def2-TZVPD basis", "species": ["Ni", "C", "F", "F", "F", "S", "O", "O", "N", "S", "O", "O", "C", "F", "F", "F", "O", "S", "O", "O", "C", "C", "C", "H", "H", "H", "H", "H", "H", "H", "H", "O", "S", "O", "O", "C", "C", "C", "H", "H", "H", "H", "H", "H", "H", "H", "O", "S", "O", "O", "C", "C", "C", "H", "H", "H", "H", "H", "H", "H", "H", "O", "S", "O", "O", "C", "C", "C", "H", "H", "H", "H", "H", "H", "H", "H", "O", "S", "O", "O", "C", "C", "C", "H", "H", "H", "H", "H", "H", "H", "H", "C", "Br", "Br", "Br", "H", "C", "C", "O", "S", "O", "O", "O", "H", "H", "H", "H", "C", "C", "O", "S", "O", "O", "O", "H", "H", "H", "H", "C", "C", "O", "S", "O", "O", "O", "H", "H", "H", "H"], "xyz": [[1.212, -1.854, 0.026], [-2.469, -0.011, 0.796], [-3.264, 1.050, 0.850], [-2.006, -0.421, 1.983], [-3.201, -1.054, 0.311], [-1.072, 0.490, -0.424], [-1.345, -0.312, -1.623], [-1.106, 1.971, -0.705], [0.442, -0.043, 0.330], [0.862, 0.957, 1.378], [-0.183, 1.686, 2.064], [1.838, 0.400, 2.305], [1.865, 2.265, 0.251], [2.008, 1.901, -1.032], [1.224, 3.499, 0.267], [3.097, 2.240, 0.752], [-4.482, 6.029, 2.038], [-3.297, 5.450, 1.406], [-3.315, 5.186, -0.029], [-1.903, 6.248, 1.819], [-0.693, 5.884, 1.154], [-0.146, 7.111, 0.472], [-2.876, 3.851, 2.459], [-0.919, 5.187, 0.346], [0.034, 5.430, 1.828], [-0.901, 7.544, -0.185], [0.716, 6.790, -0.113], [0.111, 7.857, 1.224], [-3.716, 3.162, 2.545], [-2.409, 4.205, 3.378], [-2.150, 3.257, 1.904], [-0.559, -2.908, -0.271], [-1.363, -4.012, -0.844], [-0.759, -5.307, -0.962], [-2.679, -4.134, 0.153], [-3.080, -5.449, 0.492], [-4.371, -5.302, 1.323], [-2.209, -3.598, -2.482], [-2.288, -5.896, 1.092], [-3.075, -6.106, -0.377], [-4.759, -6.280, 1.607], [-5.213, -4.840, 0.807], [-4.283, -4.589, 2.143], [-1.817, -2.646, -2.840], [-3.276, -3.504, -2.282], [-1.910, -4.420, -3.132], [0.902, -2.470, -4.566], [1.649, -1.901, -3.419], [1.071, -1.701, -2.095], [3.019, -2.872, -3.191], [3.713, -3.326, -4.402], [3.313, -4.788, -4.450], [2.435, -0.333, -3.995], [4.801, -3.283, -4.371], [3.313, -2.893, -5.319], [2.276, -5.014, -4.203], [3.945, -5.334, -3.749], [3.498, -5.119, -5.472], [3.081, 0.129, -3.249], [1.699, 0.397, -4.331], [3.114, -0.556, -4.818], [3.044, -2.749, 3.570], [1.585, -2.659, 3.418], [0.972, -2.289, 2.146], [0.937, -4.027, 3.864], [-0.251, -4.510, 3.305], [-1.500, -3.874, 3.860], [1.001, -1.573, 4.909], [-0.352, -5.589, 3.426], [-0.152, -4.513, 2.219], [-2.416, -4.438, 3.680], [-1.638, -2.860, 3.484], [-1.506, -3.739, 4.941], [1.404, -1.944, 5.851], [-0.072, -1.552, 5.101], [1.469, -0.622, 4.654], [3.126, -0.986, 0.196], [4.608, -0.964, -0.132], [5.084, -0.303, -1.361], [5.432, -0.259, 1.182], [5.122, -0.556, 2.496], [6.540, -0.461, 3.128], [5.280, -2.597, -0.066], [4.645, -1.536, 2.497], [4.491, 0.250, 2.871], [6.551, -0.868, 4.139], [6.807, 0.591, 3.024], [7.145, -1.007, 2.404], [6.360, -2.666, -0.195], [4.832, -3.151, -0.892], [5.030, -3.053, 0.891], [6.107, 2.696, -0.300], [5.253, 3.905, 1.017], [7.997, 3.166, -0.419], [5.244, 2.685, -2.075], [6.036, 1.666, 0.049], [-5.158, 2.028, -3.662], [-4.071, 1.795, -2.546], [-4.730, 0.813, -1.738], [-5.644, -0.202, -2.627], [-7.027, -0.086, -2.136], [-5.001, -1.520, -2.814], [-5.504, 0.698, -4.012], [-4.805, 2.512, -4.573], [-5.970, 2.505, -3.113], [-3.858, 2.657, -1.914], [-3.044, 1.614, -2.862], [-6.033, -1.515, 2.615], [-6.282, -0.453, 1.573], [-7.421, -0.764, 0.825], [-7.475, -2.424, 0.660], [-6.488, -2.862, -0.315], [-8.847, -2.914, 0.563], [-6.741, -2.708, 2.129], [-6.341, -1.186, 3.608], [-4.990, -1.819, 2.702], [-5.439, -0.405, 0.884], [-6.394, 0.543, 2.000], [4.490, 6.668, -2.593], [4.448, 6.101, -1.152], [3.261, 5.313, -1.024], [2.373, 5.260, -2.429], [1.393, 6.350, -2.342], [1.943, 3.874, -2.674], [3.643, 5.722, -3.355], [5.505, 6.699, -2.987], [4.081, 7.676, -2.657], [4.385, 6.958, -0.482], [5.383, 5.560, -1.003]], "charge": 1, "max_force_ev_per_a": 6.9, "e_tot_ha": -17144.32082, "spin_multiplicity": 3, "homo_energy_ev": [-12.1, -12.1]}

# 2
{"formula": "C37H97N7O11", "method": "the ωB97M-V functional and the def2-TZVPD basis", "species": ["C", "O", "C", "C", "C", "N", "H", "H", "H", "H", "H", "H", "H", "H", "H", "H", "H", "C", "O", "C", "C", "C", "N", "H", "H", "H", "H", "H", "H", "H", "H", "H", "H", "H", "C", "O", "C", "C", "C", "N", "H", "H", "H", "H", "H", "H", "H", "H", "H", "H", "H", "C", "O", "C", "C", "C", "N", "H", "H", "H", "H", "H", "H", "H", "H", "H", "H", "H", "C", "O", "C", "C", "N", "C", "C", "O", "C", "H", "H", "H", "H", "H", "H", "H", "H", "H", "H", "H", "H", "H", "H", "H", "C", "O", "C", "C", "N", "C", "C", "O", "C", "H", "H", "H", "H", "H", "H", "H", "H", "H", "H", "H", "H", "H", "H", "H", "C", "O", "C", "C", "N", "C", "C", "O", "C", "H", "H", "H", "H", "H", "H", "H", "H", "H", "H", "H", "H", "H", "H", "H", "C", "C", "C", "O", "H", "H", "H", "H", "H", "H", "H", "H"], "xyz": [[9.592, 20.467, -16.485], [10.808, 20.959, -15.970], [10.974, 20.920, -14.566], [12.044, 21.933, -14.175], [13.384, 21.681, -14.861], [12.207, 21.812, -12.722], [9.625, 19.382, -16.619], [9.420, 20.964, -17.437], [8.758, 20.783, -15.847], [10.039, 21.105, -14.019], [11.226, 19.892, -14.275], [11.743, 22.937, -14.493], [13.285, 21.748, -15.949], [13.833, 20.709, -14.650], [14.147, 22.445, -14.683], [11.326, 22.127, -12.310], [12.859, 22.528, -12.381], [11.380, 16.066, -17.038], [11.025, 15.403, -15.859], [11.471, 14.081, -15.753], [10.820, 13.420, -14.550], [11.269, 14.090, -13.252], [11.061, 11.989, -14.527], [11.236, 17.144, -16.989], [10.815, 15.620, -17.863], [12.449, 15.981, -17.284], [11.243, 13.484, -16.643], [12.558, 14.077, -15.577], [9.735, 13.499, -14.684], [11.042, 15.154, -13.150], [12.368, 14.173, -13.300], [11.079, 13.564, -12.318], [12.005, 11.788, -14.214], [10.425, 11.481, -13.933], [17.021, 21.677, -15.696], [17.650, 20.718, -14.866], [16.739, 19.997, -14.057], [17.480, 18.907, -13.325], [18.602, 19.428, -12.409], [18.043, 17.938, -14.278], [16.505, 22.408, -15.067], [16.386, 21.147, -16.409], [17.800, 22.233, -16.216], [16.222, 20.649, -13.343], [15.999, 19.546, -14.735], [16.719, 18.391, -12.728], [19.310, 19.951, -13.059], [19.131, 18.584, -11.970], [18.275, 20.182, -11.689], [18.912, 17.589, -13.881], [18.458, 18.436, -15.069], [6.333, 18.612, -14.090], [7.391, 18.014, -13.412], [8.161, 18.907, -12.647], [9.445, 18.224, -12.250], [9.268, 16.972, -11.405], [10.297, 19.143, -11.463], [5.960, 17.926, -14.852], [6.618, 19.536, -14.609], [5.456, 18.861, -13.478], [8.385, 19.862, -13.138], [7.620, 19.225, -11.746], [10.032, 17.910, -13.122], [8.751, 16.208, -11.992], [8.665, 17.175, -10.518], [10.201, 16.500, -11.096], [10.614, 19.958, -11.977], [11.171, 18.653, -11.297], [12.858, 17.351, -13.700], [12.808, 17.795, -12.353], [14.094, 17.923, -11.770], [14.140, 19.006, -10.690], [14.661, 20.266, -11.229], [14.733, 21.301, -10.191], [15.332, 22.587, -10.722], [14.337, 23.351, -11.398], [14.868, 24.549, -11.936], [11.836, 17.193, -14.036], [13.356, 16.375, -13.685], [13.369, 18.047, -14.372], [14.831, 18.071, -12.561], [14.323, 16.987, -11.242], [14.914, 18.694, -9.983], [13.162, 19.108, -10.206], [14.013, 20.603, -11.943], [15.353, 20.871, -9.398], [13.756, 21.468, -9.718], [16.216, 22.426, -11.345], [15.681, 23.197, -9.879], [14.090, 25.297, -12.062], [15.413, 24.333, -12.860], [15.580, 24.955, -11.207], [11.280, 23.976, -17.106], [11.502, 24.543, -18.381], [10.359, 25.144, -18.983], [9.589, 24.191, -19.864], [8.810, 23.195, -19.135], [8.000, 22.366, -20.050], [6.827, 21.732, -19.348], [7.228, 20.538, -18.692], [6.153, 19.847, -18.081], [10.565, 23.153, -17.175], [10.867, 24.689, -16.385], [12.207, 23.551, -16.731], [10.762, 25.940, -19.612], [9.727, 25.627, -18.232], [10.266, 23.731, -20.600], [8.859, 24.757, -20.452], [9.403, 22.535, -18.647], [8.612, 21.605, -20.544], [7.562, 23.066, -20.766], [6.080, 21.425, -20.095], [6.320, 22.449, -18.693], [5.280, 19.742, -18.731], [5.827, 20.442, -17.220], [6.549, 18.892, -17.750], [7.769, 24.661, -15.490], [7.226, 24.261, -14.251], [7.339, 22.870, -13.977], [7.408, 22.711, -12.458], [8.717, 23.135, -11.979], [8.670, 23.533, -10.565], [10.074, 23.520, -9.980], [10.596, 24.829, -9.917], [11.881, 24.864, -9.380], [7.392, 25.637, -15.795], [7.518, 23.947, -16.282], [8.858, 24.754, -15.395], [8.252, 22.425, -14.383], [6.387, 22.456, -14.325], [7.249, 21.642, -12.265], [6.531, 23.194, -12.011], [8.951, 23.934, -12.563], [8.051, 22.825, -10.019], [8.284, 24.555, -10.503], [10.678, 22.785, -10.520], [10.087, 23.184, -8.930], [12.353, 25.847, -9.362], [12.551, 24.225, -9.966], [11.892, 24.535, -8.332], [11.819, 25.676, -13.800], [11.917, 27.132, -14.249], [11.981, 27.336, -15.779], [10.786, 27.765, -13.685], [10.888, 25.159, -14.034], [11.906, 25.596, -12.713], [12.679, 25.132, -14.206], [12.866, 27.540, -13.874], [12.405, 28.309, -16.030], [10.964, 27.370, -16.186], [12.516, 26.516, -16.253], [10.443, 28.459, -14.255]], "smiles": "COC[C@H](C)N.COC[C@H](C)N.COC[C@H](C)N.COC[C@H](C)N.COCCNCCOC.COCCNCCOC.COCCNCCOC.CC(C)O", "max_force_ev_per_a": 1.8, "e_tot_ha": -2678.62020, "homo_energy_ev": -8.7}

# 3
{"formula": "C4H10N2", "method": "the ωB97M-V functional and the def2-TZVPD basis", "species": ["C", "C", "N", "H", "H", "H", "H", "H", "C", "N", "C", "H", "H", "H", "H", "H"], "xyz": [[1.902, -1.223, 1.272], [1.919, -0.796, -0.057], [1.269, 0.378, -0.413], [1.072, -1.542, 1.781], [2.814, -1.401, 1.627], [2.622, -1.144, -0.811], [0.452, 0.700, 0.084], [1.818, 1.086, -0.880], [-1.246, -0.400, 0.560], [-1.721, -0.240, -0.699], [-2.093, 1.211, -1.012], [-1.042, 0.270, 1.412], [-0.948, -1.443, 0.689], [-3.042, 1.486, -0.422], [-2.495, 1.073, -2.084], [-1.281, 1.986, -1.045]], "smiles": "C=CN.C=NC", "max_force_ev_per_a": 5.9, "e_tot_ha": -267.73990, "homo_energy_ev": -7.3}

# 4
{"formula": "C48H57BN8ORuS4Te", "method": "the ωB97M-V functional and the def2-TZVPD basis", "species": ["Ru", "C", "C", "C", "C", "N", "N", "B", "N", "N", "C", "C", "C", "C", "C", "S", "C", "C", "C", "C", "N", "N", "C", "C", "C", "C", "C", "S", "C", "C", "C", "C", "C", "S", "C", "C", "C", "C", "H", "H", "H", "H", "H", "H", "H", "H", "H", "H", "H", "H", "H", "H", "H", "H", "H", "H", "H", "H", "H", "H", "H", "H", "H", "H", "H", "H", "H", "H", "H", "H", "H", "H", "H", "H", "H", "H", "H", "Te", "C", "C", "C", "C", "C", "C", "H", "H", "H", "H", "H", "N", "C", "C", "C", "C", "C", "N", "H", "H", "H", "H", "H", "H", "C", "C", "O", "S", "C", "C", "C", "C", "C", "C", "C", "C", "H", "H", "H", "H", "H", "H", "H"], "xyz": [[0.260, -0.144, -0.095], [-4.127, -2.434, -2.156], [-3.744, -1.004, -2.344], [-4.365, -0.149, -3.200], [-3.937, 1.202, -3.322], [-2.918, 1.653, -2.641], [-2.301, 0.809, -1.814], [-1.171, 1.341, -0.857], [-0.476, 2.506, -1.648], [-1.084, 3.698, -1.575], [-0.558, 4.701, -2.216], [0.594, 4.522, -3.029], [1.212, 3.314, -3.098], [2.447, 3.064, -3.901], [0.652, 2.268, -2.304], [1.397, 0.748, -2.101], [-1.194, 6.069, -2.040], [-2.374, 6.000, -1.071], [-0.136, 7.026, -1.475], [-1.680, 6.584, -3.401], [-1.867, 2.025, 0.362], [-3.184, 2.167, 0.412], [-3.677, 2.858, 1.407], [-2.827, 3.468, 2.363], [-1.474, 3.299, 2.317], [-0.521, 3.870, 3.314], [-1.001, 2.475, 1.269], [0.622, 1.941, 1.047], [-5.186, 2.971, 1.516], [-5.621, 2.281, 2.817], [-5.584, 4.453, 1.548], [-5.866, 2.295, 0.327], [-2.659, -0.449, -1.616], [-1.760, -1.264, -0.401], [-4.642, 2.156, -4.270], [-6.139, 2.188, -3.932], [-4.067, 3.563, -4.140], [-4.444, 1.654, -5.707], [-4.890, -2.729, -2.874], [-4.513, -2.600, -1.148], [-3.254, -3.079, -2.273], [-5.181, -0.504, -3.815], [0.996, 5.363, -3.579], [2.735, 3.956, -4.452], [2.290, 2.244, -4.603], [3.268, 2.764, -3.247], [-2.052, 5.690, -0.075], [-3.128, 5.289, -1.410], [-2.831, 6.987, -0.994], [0.244, 6.667, -0.517], [-0.578, 8.011, -1.317], [0.711, 7.152, -2.152], [-2.449, 5.932, -3.816], [-0.866, 6.657, -4.125], [-2.107, 7.581, -3.286], [-3.265, 4.053, 3.162], [-1.051, 4.397, 4.105], [0.169, 4.565, 2.831], [0.081, 3.071, 3.750], [-5.192, 2.767, 3.696], [-5.315, 1.233, 2.826], [-6.707, 2.322, 2.914], [-5.182, 4.970, 2.421], [-6.670, 4.540, 1.590], [-5.236, 4.972, 0.653], [-5.629, 1.232, 0.283], [-5.549, 2.747, -0.615], [-6.947, 2.406, 0.422], [-6.303, 2.538, -2.911], [-6.608, 1.209, -4.036], [-6.651, 2.870, -4.611], [-4.195, 3.951, -3.129], [-4.580, 4.228, -4.837], [-3.000, 3.575, -4.364], [-4.864, 0.657, -5.852], [-3.385, 1.619, -5.965], [-4.943, 2.327, -6.405], [0.567, -2.261, -1.883], [1.727, -4.013, -1.754], [1.807, -4.717, -2.958], [2.546, -5.887, -3.029], [3.200, -6.364, -1.901], [3.116, -5.667, -0.704], [2.383, -4.492, -0.624], [1.296, -4.352, -3.841], [2.609, -6.427, -3.964], [3.774, -7.279, -1.957], [3.624, -6.042, 0.175], [2.310, -3.953, 0.308], [1.608, -2.528, 1.857], [2.573, -1.603, 1.575], [3.868, -1.788, 2.095], [4.853, -0.880, 1.820], [4.551, 0.219, 1.015], [3.278, 0.324, 0.524], [2.286, -0.563, 0.771], [1.818, -3.125, 2.641], [0.660, -2.167, 1.860], [4.058, -2.648, 2.723], [5.846, -1.013, 2.226], [5.289, 0.968, 0.768], [3.015, 1.139, -0.135], [-1.356, -1.520, 9.178], [-2.801, -1.952, 9.227], [-3.244, -2.644, 10.096], [-3.972, -1.230, 8.044], [-3.035, -1.084, 6.548], [-2.406, -2.180, 5.964], [-1.732, -2.044, 4.764], [-1.695, -0.817, 4.095], [-2.351, 0.270, 4.677], [-3.005, 0.141, 5.890], [-1.026, -0.678, 2.834], [-0.476, -0.525, 1.762], [-0.732, -2.332, 9.544], [-1.264, -0.679, 9.868], [-1.032, -1.194, 8.196], [-2.453, -3.149, 6.445], [-1.249, -2.904, 4.319], [-2.337, 1.226, 4.170], [-3.492, 0.999, 6.337]], "charge": 1, "max_force_ev_per_a": 0.5, "e_tot_ha": -4356.98123, "spin_multiplicity": 2, "homo_energy_ev": [-9.6, -9.8]}